[1]
Molecular formula: C31H45CsGeN7O6P2Se2Te2
Method: DFT, ωB97M-V/def2-TZVPD

```
97
Properties=species:S:1:pos:R:3:forces:R:3:lowdin_spin:R:1
Cs 0.8900 0.4776 0.3978 0.45 -1.07 0.22 0.00
N -0.9048 4.6665 -0.6054 0.05 0.08 0.20 0.00
C -0.3950 3.7446 -1.7016 0.06 -0.01 -0.27 0.00
C -0.7118 4.3978 -3.0437 -0.12 0.04 -0.02 0.00
P 1.4643 3.8721 -1.4164 -0.35 0.03 -0.21 0.00
O 2.0897 3.6612 -2.9069 0.00 0.02 0.02 0.00
O 1.5898 5.3294 -1.0579 0.03 0.01 0.03 0.00
O 1.9485 2.7838 -0.5500 0.39 0.21 0.02 0.00
P -1.5523 2.2978 -1.3772 0.19 0.28 -0.08 0.00
O -0.9134 1.1675 -2.3264 -0.20 0.19 -0.03 0.00
O -2.8633 2.8605 -1.7974 -0.13 -0.21 -0.21 0.00
O -1.3588 1.9404 0.0664 -0.34 0.61 0.06 0.00
H -0.1496 5.3740 -0.4690 -0.08 -0.05 -0.03 0.00
H -1.0373 4.0713 0.2280 0.02 0.09 -0.02 0.00
H -1.8083 5.0594 -0.8631 -0.04 -0.08 -0.02 0.00
H -0.2294 5.3761 -3.1310 0.01 -0.01 -0.01 0.00
H -1.7923 4.4949 -3.1633 0.01 0.02 0.01 0.00
H -0.3442 3.7574 -3.8434 -0.01 -0.01 0.00 0.00
H 2.2348 4.5319 -3.2925 0.02 0.03 -0.01 0.00
H -1.3937 0.3189 -2.3001 0.05 -0.01 -0.05 0.00
Se 6.2645 0.0255 -1.3783 -0.40 -0.04 0.40 0.04
Te 4.6227 0.1006 0.5203 0.61 -0.18 -0.23 0.08
Te 4.7131 -2.5477 1.2653 0.04 0.24 -0.48 0.45
Se 4.6418 -2.7157 3.6410 -0.01 -0.03 0.35 0.42
C 0.5252 1.6405 3.9076 -0.03 -0.03 0.00 0.00
C 0.4602 1.6533 5.4594 -0.01 0.00 0.01 0.00
N 1.1974 0.5135 6.0100 0.01 0.02 0.03 0.00
C 0.6168 -0.7230 5.4728 -0.01 -0.02 0.03 0.00
C 0.7171 -0.7376 3.9262 0.00 -0.01 -0.02 0.00
N 1.3354 0.5090 3.4593 0.03 0.00 0.13 0.00
C 2.6791 0.6177 4.0279 0.01 0.11 0.00 0.00
C 2.5962 0.6004 5.5757 -0.01 0.02 0.02 0.00
H 0.9738 2.5589 3.5178 0.00 0.00 0.00 0.00
H -0.4714 1.5405 3.4680 -0.01 0.00 0.01 0.00
H -0.5726 1.5920 5.8113 0.00 0.00 -0.01 0.00
H 0.8985 2.5681 5.8687 0.00 0.00 0.00 0.00
H -0.4241 -0.7796 5.8014 0.01 0.00 -0.01 0.00
H 1.1521 -1.5677 5.9130 0.00 0.01 -0.01 0.00
H -0.2642 -0.8336 3.4572 0.01 -0.01 -0.01 0.00
H 1.3298 -1.5698 3.5727 0.00 0.00 -0.01 0.00
H 3.1339 1.5415 3.6597 0.00 0.00 0.00 0.00
H 3.2800 -0.2152 3.6640 0.02 -0.01 -0.02 0.00
H 3.0317 1.5046 6.0105 0.00 -0.01 0.00 0.00
H 3.1345 -0.2579 5.9848 0.00 0.00 -0.01 0.00
C 5.2060 1.0386 -4.9494 -0.05 0.00 -0.01 0.00
C 4.0483 0.9640 -5.9366 -0.12 0.01 0.02 0.00
C 3.9581 -0.4132 -6.5886 0.01 0.06 0.01 0.00
C 2.7219 1.3695 -5.2746 0.16 0.08 -0.21 0.00
N 2.2252 0.3977 -4.3270 0.01 -0.14 0.39 0.00
C 2.4654 0.2577 -3.0127 -0.18 -0.04 -0.25 0.00
N 1.7835 -0.7783 -2.5857 0.18 -0.04 0.34 0.00
N 1.1388 -1.2743 -3.6529 -0.14 -0.07 -0.12 0.00
N 1.3880 -0.5841 -4.7019 0.08 0.16 -0.10 0.00
H 6.1562 0.8483 -5.4522 0.01 -0.02 0.00 0.00
H 5.1047 0.3029 -4.1492 0.02 0.00 0.02 0.00
H 5.2627 2.0193 -4.4732 0.02 0.00 0.01 0.00
H 4.2090 1.7072 -6.7271 0.00 0.03 0.02 0.00
H 3.8107 -1.1871 -5.8345 0.00 -0.01 0.00 0.00
H 4.8834 -0.6385 -7.1221 0.00 0.00 -0.01 0.00
H 3.1250 -0.4715 -7.2916 0.00 -0.02 0.00 0.00
H 1.9386 1.4918 -6.0234 0.00 -0.02 0.01 0.00
H 2.8364 2.3074 -4.7336 -0.02 0.01 -0.01 0.00
H 3.1005 0.8964 -2.4186 0.02 0.03 -0.02 0.00
C -2.4663 -6.6238 1.9624 -0.01 -0.04 0.00 0.00
C -1.7984 -5.8016 2.8612 0.02 0.02 0.03 0.00
C -1.5867 -4.4640 2.5543 0.02 -0.07 0.02 0.00
C -2.0450 -3.8957 1.3628 0.08 -0.07 -0.22 0.00
C -2.7110 -4.7435 0.4763 -0.05 -0.03 0.03 0.00
C -2.9186 -6.0880 0.7647 -0.02 -0.02 -0.02 0.00
Ge -1.6081 -1.9692 0.9813 -0.02 -0.28 0.39 0.00
C -2.4976 -1.7493 -0.8026 -0.10 0.09 0.02 0.00
C -1.7465 -2.0364 -1.9473 0.03 0.00 -0.04 0.00
C -2.2453 -1.8150 -3.2268 0.03 -0.01 -0.04 0.00
C -3.5185 -1.2831 -3.3913 -0.02 0.00 -0.03 0.00
C -4.2789 -0.9798 -2.2700 -0.02 0.01 0.01 0.00
C -3.7721 -1.2125 -0.9964 -0.04 0.01 -0.06 0.00
C -3.0338 -1.1935 2.1908 -0.01 0.06 -0.04 0.00
C -3.7870 -1.9215 3.1143 -0.04 0.02 0.03 0.00
C -4.6733 -1.3019 3.9899 -0.01 -0.03 0.02 0.00
C -4.8404 0.0749 3.9589 -0.04 0.02 0.04 0.00
C -4.1074 0.8216 3.0448 0.01 0.04 0.00 0.00
C -3.2146 0.1960 2.1844 0.01 0.03 0.04 0.00
H -2.6237 -7.6723 2.1906 0.00 0.01 0.00 0.00
H -1.4276 -6.2070 3.7970 -0.01 0.00 0.00 0.00
H -1.0416 -3.8434 3.2611 0.01 0.00 -0.01 0.00
H -3.0808 -4.3419 -0.4613 0.00 -0.01 -0.02 0.00
H -3.4370 -6.7194 0.0500 0.00 0.00 0.01 0.00
H -0.7352 -2.4211 -1.8471 0.00 0.01 0.02 0.00
H -1.6187 -2.0330 -4.0837 -0.02 0.01 -0.01 0.00
H -3.9069 -1.0893 -4.3846 0.01 0.01 0.00 0.00
H -5.2660 -0.5459 -2.3872 0.01 0.01 0.00 0.00
H -4.3754 -0.9572 -0.1323 -0.02 0.01 0.00 0.00
H -3.6867 -2.9999 3.1551 -0.01 -0.02 0.00 0.00
H -5.2396 -1.9019 4.6957 0.00 0.01 0.00 0.00
H -5.5340 0.5604 4.6371 0.01 0.00 0.00 0.00
H -4.2289 1.8994 3.0018 0.00 0.00 0.00 0.00
H -2.6453 0.8035 1.4877 -0.02 0.02 -0.02 0.00
```
Positions in Å, forces in eV/Å.

As for the LUMO energy (spin up / spin down): 3.404 / 2.724 eV. Its spin multiplicity is 2. The calculation puts the HOMO energy (spin up / spin down) at -1.6707 / -1.6688 eV. The charge is -2.

[2]
Molecular formula: C32H86N10O11
Method: DFT, ωB97M-V/def2-TZVPD

```
139
Properties=species:S:1:pos:R:3:forces:R:3:mulliken_charge:R:1
C -0.2273 0.6159 5.0675 0.39 2.32 -0.73 0.58
O 0.6722 1.2083 4.5372 2.58 0.50 -1.48 -0.61
N -1.4625 0.6568 4.6474 -4.43 0.03 -2.65 -0.30
N -0.1947 0.0560 6.2204 0.89 -2.34 3.95 -0.43
H -2.2134 0.7784 5.3119 0.11 -0.16 -0.32 0.24
H -1.6641 0.9126 3.6914 0.12 0.32 0.28 0.10
H -1.0384 -0.4608 6.4235 0.82 -0.34 0.79 0.17
H 0.6876 -0.0149 6.7069 -0.45 -0.22 0.19 0.24
C -0.1904 5.2552 3.1167 0.55 4.38 -1.11 0.54
O -0.6993 6.1823 2.5018 -1.63 0.30 -0.79 -0.75
N -0.1213 4.0441 2.6709 -0.38 -4.40 -1.32 0.01
N 0.5989 5.5577 4.1292 1.35 -0.54 2.67 -0.28
H 0.2541 3.2724 3.2035 -0.04 0.19 0.10 0.14
H -0.5417 3.8124 1.7823 -0.05 0.13 0.20 -0.03
H 0.5665 6.4682 4.5653 -0.17 -0.37 -0.31 0.21
H 1.0692 4.7864 4.5808 0.34 0.32 0.69 0.25
C -4.3082 -4.7163 0.4493 -0.39 2.47 -0.18 -0.84
O -4.2099 -3.5335 -0.4106 -0.17 0.05 -0.60 -0.09
C -5.1669 -2.4728 -0.2647 0.67 0.73 0.80 -1.09
C -4.8307 -1.2801 -1.2660 -0.43 -3.38 0.49 0.42
N -5.0116 -1.9043 -2.5867 -0.43 1.30 -0.82 -0.42
C -4.2772 -1.3206 -3.7301 1.66 1.25 1.28 -0.03
C -4.8018 0.0987 -4.0905 -2.52 -1.52 0.74 -0.91
O -4.2116 0.8628 -5.0627 1.64 0.00 -2.56 -0.36
C -4.3525 0.4296 -6.4690 -1.10 -0.20 1.42 -0.79
H -4.5569 -5.5697 -0.1815 0.27 -0.08 0.40 0.27
H -5.0629 -4.4720 1.1969 -0.38 -0.55 0.01 0.43
H -3.3780 -4.7158 1.0175 0.14 -0.77 -0.33 0.16
H -5.1120 -2.1257 0.7671 0.31 0.46 0.26 0.52
H -6.2104 -2.7852 -0.3048 -0.13 -0.41 -0.82 0.44
H -3.7911 -1.0300 -1.0541 0.14 0.49 -0.15 -0.39
H -5.5334 -0.4783 -1.0393 0.18 0.21 -0.21 0.41
H -5.0668 -2.9086 -2.4949 0.48 0.19 -0.47 0.24
H -4.2218 -1.9091 -4.6460 -0.57 -0.39 0.25 0.50
H -3.2419 -1.1237 -3.4515 0.54 -0.38 0.18 -0.10
H -4.9914 0.8062 -3.2833 0.68 -0.44 0.62 0.22
H -5.8200 -0.2290 -4.3001 -0.81 0.63 -0.87 0.60
H -5.0808 1.1106 -6.9092 0.02 -0.08 -0.18 0.27
H -4.7555 -0.5831 -6.4789 -0.22 -0.01 -0.03 0.35
H -3.4726 0.3816 -7.1106 0.52 0.48 0.75 0.27
C 2.3631 0.4994 -7.9231 -0.57 -2.61 0.22 -0.62
O 1.7962 -0.6248 -7.1076 0.48 1.79 -1.44 -0.47
C 2.0466 -0.4071 -5.7445 0.76 -1.28 1.16 -0.67
C 0.8410 -0.1002 -4.9125 -1.23 0.72 -1.35 0.13
N 0.6220 1.3348 -4.8376 -0.14 1.77 0.83 -0.06
C 1.5618 2.2430 -4.1449 -0.69 -0.37 1.00 -0.38
C 1.1315 3.6857 -4.1082 -1.42 0.17 -1.55 -0.80
O 1.1431 4.2203 -5.4278 0.19 -0.73 -0.17 -0.31
C 0.8048 5.5690 -5.5320 1.96 0.88 0.25 -0.86
H 1.9137 1.4125 -7.5329 0.70 0.23 -0.47 0.27
H 2.1829 0.2762 -8.9747 -1.21 0.26 0.07 0.26
H 3.4394 0.3448 -7.9996 0.36 0.85 1.16 0.28
H 2.7378 0.4166 -5.5661 0.51 -0.29 -0.24 0.51
H 2.4354 -1.3424 -5.3419 0.67 -0.12 -0.11 0.32
H 0.6842 -0.6687 -3.9958 0.61 0.46 0.39 -0.42
H 0.0009 -0.4267 -5.5255 -0.26 -0.30 -0.03 0.35
H 0.5791 1.7074 -5.7754 -0.42 -0.14 -0.22 0.22
H 2.5981 2.1676 -4.4743 0.22 0.01 0.01 0.53
H 1.5004 2.1095 -3.0648 0.39 -1.11 0.23 0.12
H 1.7026 4.2344 -3.3592 0.49 0.32 -0.30 0.48
H 0.0822 3.7801 -3.8288 -0.21 -0.42 0.66 0.27
H -0.2096 5.9165 -5.3364 -0.30 -0.60 -0.16 0.29
H 1.2198 5.9070 -6.4815 -0.73 -0.04 -0.35 0.29
H 1.4731 6.0865 -4.8437 -0.19 0.49 0.51 0.35
C 5.0375 -3.2813 1.8321 -0.65 -0.91 0.77 -0.66
O 4.1890 -4.1248 2.6719 1.43 0.50 -0.36 -0.43
C 2.8097 -3.8761 2.5967 -0.21 -0.98 0.46 0.27
C 2.0835 -4.8384 3.6168 -0.19 1.82 0.40 -1.09
N 0.6194 -4.6455 3.7524 -0.60 1.19 0.89 -0.30
C -0.0310 -3.2259 3.9956 1.35 -1.73 -1.43 -0.02
C -1.4938 -3.2932 4.3936 0.03 -0.28 0.05 -0.70
O -2.4414 -3.3202 3.3017 0.74 -1.28 0.65 -0.37
C -2.4740 -2.1567 2.5054 0.52 0.63 1.19 0.90
H 6.0281 -3.2389 2.2850 -0.09 -0.25 0.09 0.25
H 4.6945 -2.2493 1.7589 -0.39 0.00 0.01 0.26
H 5.1229 -3.7344 0.8444 -0.08 0.12 -0.15 0.26
H 2.4550 -4.0348 1.5783 -0.29 0.07 -0.21 0.12
H 2.6606 -2.8396 2.8994 -0.52 0.20 -0.04 0.20
H 2.5428 -4.6195 4.5808 -0.06 0.49 0.27 0.34
H 2.3632 -5.8908 3.5699 -0.42 -0.07 -0.97 0.43
H 0.0700 -5.1882 3.1015 0.09 0.26 -0.17 0.26
H 0.0403 -2.6858 3.0515 0.23 0.35 0.07 0.14
H 0.5323 -2.6865 4.7572 0.20 -0.23 0.00 0.28
H -1.7754 -2.5204 5.1089 0.13 0.71 -0.25 0.15
H -1.5213 -4.1711 5.0390 -0.84 -0.59 -0.59 0.44
H -2.6787 -2.3859 1.4597 -0.08 -0.05 0.16 -0.31
H -1.5356 -1.6164 2.6303 0.28 -0.01 -0.61 -0.69
H -3.1777 -1.4580 2.9579 -0.63 0.06 -0.37 0.31
C 3.6868 3.5052 3.7992 0.82 -0.64 0.10 -1.24
C 3.7163 3.4822 5.3157 0.12 -1.39 -0.33 0.58
C 4.7070 4.4857 5.9109 -1.86 -0.42 0.19 -0.89
O 4.7243 4.3782 7.3384 -0.01 1.41 -0.39 -0.33
C 5.3490 5.5508 7.9245 -1.13 -0.87 0.92 -0.74
N 2.3049 3.4985 5.7412 1.17 1.27 0.53 -0.50
H 3.3006 4.4209 3.3514 0.31 0.16 0.15 0.35
H 3.0679 2.6878 3.4292 -0.19 -0.05 0.12 0.08
H 4.7018 3.2340 3.5085 0.10 0.46 -0.69 0.47
H 4.1585 2.5350 5.6244 -0.01 -0.57 -0.13 0.30
H 4.2441 5.4085 5.5613 0.82 0.89 0.29 0.45
H 5.7095 4.2609 5.5467 -0.05 0.37 -0.46 0.29
H 4.8256 5.7963 8.8485 -0.21 -0.48 0.28 0.27
H 5.1640 6.4723 7.3724 0.73 -0.25 -0.65 0.33
H 6.3575 5.2887 8.2443 0.29 0.49 -0.62 0.26
H 2.3506 3.6574 6.7376 -0.62 -0.31 0.36 0.24
H 1.9414 2.5853 5.5089 -0.34 -0.15 0.27 0.02
C 0.4791 -5.6454 -2.4203 -0.08 0.46 0.94 -1.57
C -0.3670 -4.4380 -1.9376 -0.20 -1.24 0.90 0.43
C 0.1203 -3.0736 -2.3929 1.86 -0.46 1.67 -0.32
O 1.1966 -2.6651 -1.4321 -0.46 -0.07 -0.29 0.04
C 2.5740 -2.3404 -1.8074 -2.47 -0.85 0.05 -0.53
N -1.7643 -4.6986 -2.3517 1.43 0.61 -0.38 -0.64
H 0.4916 -5.7970 -3.4996 -0.13 0.38 -0.15 0.35
H 0.0542 -6.5548 -1.9954 -0.02 0.03 0.06 0.42
H 1.5082 -5.5733 -2.0681 0.09 0.07 -0.06 0.31
H -0.4328 -4.3831 -0.8509 0.59 -0.27 0.21 0.37
H -0.6716 -2.3457 -2.2160 0.03 0.17 -0.62 -0.01
H 0.4455 -3.2464 -3.4188 0.23 0.93 -0.27 0.23
H 3.0317 -3.2993 -2.0507 0.50 0.36 -0.63 0.29
H 3.0522 -1.9542 -0.9072 -0.15 0.17 -0.11 0.09
H 2.4642 -1.5878 -2.5882 0.92 -0.14 -0.23 0.04
H -2.2114 -3.8431 -2.0545 -1.00 0.08 -0.07 0.07
H -1.5701 -4.5752 -3.3352 -1.29 -0.20 -0.92 0.35
C -2.9785 2.3173 -1.0194 1.07 -0.09 0.44 -1.39
C -1.6170 1.8286 -1.6025 -1.04 -0.74 0.03 0.80
C -0.8673 0.8699 -0.5918 0.89 1.77 -2.26 -0.81
O -0.4870 1.6555 0.5481 -1.39 -0.68 -0.55 -0.12
C 0.4169 0.9766 1.3717 0.51 0.87 0.20 0.57
N -2.0024 1.2118 -2.8887 0.20 -0.58 0.58 0.06
H -3.8185 1.9411 -1.6034 0.13 0.09 -0.12 0.34
H -2.9889 3.4066 -0.9812 -0.28 -0.07 0.21 0.26
H -3.0825 1.8825 -0.0253 -0.16 0.40 0.21 0.25
H -0.9526 2.6451 -1.8852 0.20 0.35 0.89 0.20
H 0.0617 0.6175 -1.1032 0.50 -0.08 -0.20 0.21
H -1.3086 -0.1240 -0.5176 -0.83 0.17 1.05 0.10
H -0.0791 0.2261 1.9871 0.23 -0.49 -0.22 -0.39
H 0.8505 1.7068 2.0550 -0.12 -0.08 0.02 -0.48
H 1.2479 0.6406 0.7516 0.05 -0.75 0.15 0.28
H -2.6640 1.8647 -3.2838 -0.22 -0.23 -0.37 0.24
H -1.2406 1.1843 -3.5513 0.43 -0.01 -0.12 -0.25
```
Positions in Å, forces in eV/Å.

As for the LUMO energy: 0.278 eV. Its spin multiplicity is 1. The calculation puts the HOMO energy at -8.1760 eV.

Values of F_max, in order: 1.19; 5.17, all in eV/A.
Values of DFT total energy, in order: -276521.8890; -71992.9122, all in eV.
Values of ΔE to the lowest compared entry with this formula, charge and spin, in order: 0.00; 138.61, all in kcal/mol.